1.
Computed, not measured: C3H8LuO3 as an isolated structure in a non-equilibrium geometry, with the ωB97M-V functional and the def2-TZVPD basis.

Positions of all 15 atoms, in Å:
O: -1.79393 1.89116 1.55573
C: -2.27907 1.31494 0.33136
C: -2.78919 -0.07361 0.64760
O: -1.60842 -0.85249 0.99692
C: -1.84290 -2.12587 1.56041
Lu: -0.12070 0.83741 1.25688
H: -3.08272 1.92226 -0.11686
H: -3.27093 -0.55475 -0.21870
H: -3.44667 -0.10535 1.53796
H: -2.47156 -2.72702 0.88747
H: -0.87124 -2.61555 1.68833
H: -2.33476 -2.02456 2.53979
O: 0.43468 1.01425 -1.07440
H: -0.81380 1.18915 -0.97576
H: 0.53565 0.26135 -1.66002

Forces on the atoms, in the same order (eV/Å):
1.344 -0.440 0.466
0.664 -0.586 -0.049
-0.764 0.178 -0.283
1.215 0.711 0.101
-0.254 -0.880 0.487
-2.590 0.828 -2.455
0.748 -0.086 -0.107
0.128 0.146 0.298
0.125 0.079 -0.353
0.214 0.191 0.202
-0.256 0.027 -0.052
0.077 -0.078 -0.302
-2.685 0.524 1.705
1.864 -0.384 0.632
0.170 -0.231 -0.292

HOMO-LUMO gap (eV): 6.331
E_HOMO (eV): -11.79
E_LUMO (eV): -5.46
Relative energy (zero: lowest compared OMol25 entry of this formula, charge and spin) (kcal per mole): 58.8
Charge: +1
Calculated total energy (eV): -42995.0734

These are the Löwdin partial charges, in e, on atoms 1 to 8: -0.4254, -0.3802, -0.2199, -0.3924, -0.0647, 1.8895, 0.1143, 0.1400

=====

2.
Computed, not measured: an isolated ion of composition C3H8N and charge +1, with the ωB97M-V functional and the def2-TZVPD basis.

Positions of all 12 atoms, in Å:
C: 0.45054 0.83707 1.64300
C: -0.26541 0.23951 0.49027
C: 0.32510 -0.36151 -0.52077
N: -0.46681 -0.82052 -1.67564
H: 1.54054 0.84309 1.54183
H: 0.07774 1.83541 1.83151
H: 0.23338 0.32460 2.57856
H: -1.33434 0.39013 0.59982
H: 1.38616 -0.49690 -0.56182
H: -0.29876 -0.20605 -2.48086
H: -0.18440 -1.75274 -1.99521
H: -1.46373 -0.83210 -1.45069

Forces on the atoms, in the same order (eV/Å):
0.713 -0.172 0.442
-0.147 0.342 0.718
-0.421 0.304 0.477
0.518 -0.144 -0.411
-0.237 0.108 -0.132
0.066 0.395 -0.222
-0.168 -0.364 -0.042
-0.221 -0.290 -0.597
0.302 -0.171 -0.425
-0.267 0.038 0.084
-0.152 -0.068 0.210
0.013 0.020 -0.103

SMILES: C/C=C/[NH3+]
HOMO-LUMO gap (eV): 11.195
E_HOMO (eV): -15.06
E_LUMO (eV): -3.86
Relative energy (zero: lowest compared OMol25 entry of this formula, charge and spin) (kcal per mole): 1.9
Charge: +1
Calculated total energy (eV): -4723.3439

These are the Löwdin partial charges, in e, on atoms 1 to 8: -0.0679, -0.1171, -0.0924, 0.2018, 0.0941, 0.0909, 0.0961, 0.1279

=====

3.
Computed, not measured: an isolated ion of composition C3H8N and charge +1 in a non-equilibrium geometry, with the ωB97M-V functional and the def2-TZVPD basis.

Positions of all 12 atoms, in Å:
C: -1.43996 -0.02203 0.12641
N: -0.13635 0.09278 -0.50417
C: 1.10413 0.68283 0.29833
C: 1.00011 -0.73428 -0.10189
H: -1.34817 -0.48973 1.10525
H: -1.89479 0.96336 0.24388
H: -2.09302 -0.63651 -0.49803
H: -0.17766 0.37916 -1.47952
H: 0.85829 0.97659 1.30637
H: 1.71109 1.37400 -0.26385
H: 1.62724 -1.11731 -0.89629
H: 0.78910 -1.46884 0.66350

Forces on the atoms, in the same order (eV/Å):
-0.963 -0.037 0.365
1.332 1.142 0.485
-1.231 -0.720 -0.839
0.756 -0.356 0.217
0.116 0.035 -0.059
0.155 -0.083 -0.062
0.175 0.012 0.063
0.208 -0.075 0.116
-0.193 -0.063 0.046
-0.039 -0.023 -0.204
-0.100 0.133 -0.112
-0.216 0.036 -0.017

SMILES: C[NH+]1CC1
HOMO-LUMO gap (eV): 14.108
E_HOMO (eV): -17.42
E_LUMO (eV): -3.31
Relative energy (zero: lowest compared OMol25 entry of this formula, charge and spin) (kcal per mole): 12.0
Charge: +1
Calculated total energy (eV): -4722.9065

These are the Löwdin partial charges, in e, on atoms 1 to 8: 0.0009, -0.0771, 0.0622, -0.0548, 0.1117, 0.1139, 0.1156, 0.1909

=====

4.
Computed, not measured: C3H8N2 in the gas phase in a non-equilibrium geometry, with the ωB97M-V functional and the def2-TZVPD basis.

Positions of all 13 atoms, in Å:
N: -1.59918 -0.71694 -0.29719
C: -0.84124 0.19103 0.40651
C: 0.16000 1.13788 -0.49466
C: 0.86339 0.20554 0.49069
N: 1.37509 -0.89993 -0.34301
H: -1.79395 -1.62413 0.22084
H: -2.39831 -0.25478 -0.49220
H: -1.24828 0.90828 1.21613
H: -0.11903 2.33714 -0.36494
H: 0.65127 1.03198 -1.60537
H: 1.53877 0.20711 1.50374
H: 2.22794 -0.62360 -0.30054
H: 1.18352 -1.89959 0.06000

Forces on the atoms, in the same order (eV/Å):
2.059 -4.294 1.646
5.203 3.980 0.165
0.189 3.000 -0.158
-2.734 -1.851 0.936
-7.217 -3.183 1.009
0.126 1.671 -0.830
-3.500 1.163 -1.169
0.374 -1.434 -1.255
1.216 -3.192 0.218
-2.034 -0.338 2.768
-2.253 1.113 -2.219
7.699 0.598 -0.366
0.874 2.768 -0.745

SMILES: N[C@@H]1C[C@@H]1N
HOMO-LUMO gap (eV): 9.804
E_HOMO (eV): -8.70
E_LUMO (eV): 1.11
Relative energy (zero: lowest compared OMol25 entry of this formula, charge and spin) (kcal per mole): 123.7
Calculated total energy (eV): -6216.4820

These are the Löwdin partial charges, in e, on atoms 1 to 8: 0.0189, -0.3178, -0.1479, -0.3149, -0.0136, 0.1136, 0.0274, 0.1309

=====

5.
Computed, not measured: C3H8N2 in the gas phase in a non-equilibrium geometry, with the ωB97M-V functional and the def2-TZVPD basis.

Positions of all 13 atoms, in Å:
C: 2.06189 -0.44566 -0.07440
N: 1.59336 0.89894 -0.01830
C: 0.27239 0.93994 0.10089
N: -0.63225 -0.09059 0.25352
C: -2.09671 0.03913 -0.10101
H: 1.49711 -1.12644 -0.76440
H: 2.01303 -0.75578 1.12000
H: 3.17413 -0.41188 -0.31797
H: -0.25692 1.83962 0.10966
H: -0.35967 -1.04425 0.47576
H: -2.36396 -0.90434 -0.88490
H: -2.04636 1.05551 -0.88059
H: -2.85604 0.00580 0.98174

Forces on the atoms, in the same order (eV/Å):
1.886 -0.720 2.906
-4.131 0.496 -0.359
2.529 -1.448 -0.170
-1.248 -0.828 -0.109
0.237 0.097 -1.294
0.471 0.382 0.714
0.174 -0.301 -2.968
-1.491 -0.385 0.126
-0.314 1.796 -0.123
0.309 0.598 -0.198
0.454 2.617 2.453
-1.081 -2.765 2.761
2.205 0.460 -3.740

SMILES: C/N=C\NC
HOMO-LUMO gap (eV): 9.311
E_HOMO (eV): -8.53
E_LUMO (eV): 0.78
Relative energy (zero: lowest compared OMol25 entry of this formula, charge and spin) (kcal per mole): 89.8
Calculated total energy (eV): -6217.9521

These are the Löwdin partial charges, in e, on atoms 1 to 8: -0.2229, -0.0680, -0.2759, -0.1241, -0.1387, 0.0726, 0.1249, 0.0739

=====

6.
Computed, not measured: C3H8N2 in the gas phase in a non-equilibrium geometry, with the ωB97M-V functional and the def2-TZVPD basis.

Positions of all 13 atoms, in Å:
C: -0.88155 0.58973 -1.19194
C: -0.57975 1.14410 0.19496
N: 1.32304 -0.99524 -0.54808
C: 0.58165 -0.95906 0.66062
N: -0.30405 0.04763 1.17761
H: -1.17937 1.30918 -1.94896
H: -1.55207 -0.25625 -1.12137
H: 0.18615 0.03053 -1.38814
H: -1.41988 1.74847 0.61451
H: 0.27667 1.82501 0.15385
H: 2.26353 -0.59633 -0.44041
H: -0.57448 -1.10281 0.42512
H: 1.01020 -1.61277 1.40272

Forces on the atoms, in the same order (eV/Å):
2.840 -1.237 -0.243
-1.436 0.303 0.746
-2.116 1.225 2.744
5.595 1.881 -2.137
0.170 -1.754 -2.655
-0.070 0.074 0.202
-0.754 0.032 -0.037
-2.269 1.321 -0.384
0.547 -0.560 -0.129
0.389 -0.364 0.083
-0.128 -1.005 0.213
-1.896 0.457 0.682
-0.871 -0.374 0.916

HOMO-LUMO gap (eV): 6.429
E_HOMO (eV): -7.61
E_LUMO (eV): -1.18
Relative energy (zero: lowest compared OMol25 entry of this formula, charge and spin) (kcal per mole): 161.1
Calculated total energy (eV): -6214.8606

These are the Löwdin partial charges, in e, on atoms 1 to 8: -0.1450, -0.2721, -0.0815, -0.3551, 0.1121, 0.0645, 0.0571, 0.0733

=====

7.
Computed, not measured: C3H8N2 as an isolated structure in a non-equilibrium geometry, with the ωB97M-V functional and the def2-TZVPD basis.

Positions of all 13 atoms, in Å:
C: 2.08091 -0.00431 0.02835
C: -0.21288 1.00471 0.00418
C: -2.15585 -0.42041 0.03531
H: 2.37157 -0.95870 -0.89076
H: 2.50278 -0.47214 1.46318
H: 2.45768 1.26584 -0.28136
H: 0.31061 -1.01001 -0.22975
H: 0.35089 2.00063 -0.11694
H: -1.71339 -1.03114 0.80608
H: -1.95202 -0.95163 -0.92274
H: -3.22641 -0.26247 0.12715
N: 0.65434 -0.08354 -0.06143
N: -1.46825 0.92318 0.03874

Forces on the atoms, in the same order (eV/Å):
1.178 -0.860 -0.414
1.136 -0.295 -0.570
1.606 1.355 -0.949
0.263 3.281 3.138
-0.711 1.534 -4.218
-0.850 -4.405 1.147
-0.412 0.072 0.116
-1.051 -1.352 0.538
-0.290 -0.396 0.607
-0.208 0.368 0.366
0.129 -0.123 0.232
0.505 1.020 0.212
-1.294 -0.199 -0.204

HOMO-LUMO gap (eV): 9.146
E_HOMO (eV): -8.60
E_LUMO (eV): 0.55
Relative energy (zero: lowest compared OMol25 entry of this formula, charge and spin) (kcal per mole): 120.3
Calculated total energy (eV): -6216.6296

These are the Löwdin partial charges, in e, on atoms 1 to 8: -0.2022, -0.3008, -0.1245, 0.1363, 0.1516, 0.1417, 0.0906, 0.1288

=====

8.
Computed, not measured: a 2-piece molecular cluster, C3H8N2 overall, with the ωB97M-V functional and the def2-TZVPD basis.

Positions of all 13 atoms, in Å:
C: -0.17492 -1.66271 -0.33190
N: 0.52782 -0.85577 -0.98996
C: -0.14834 0.00790 -1.93881
H: 0.30121 -2.34718 0.36489
H: -1.26751 -1.72685 -0.35629
H: -1.22501 -0.14840 -2.05557
H: 0.31515 -0.15963 -2.90860
H: 0.03974 1.03834 -1.63841
C: 0.12267 1.12601 1.60729
N: 0.34017 0.93439 2.83679
H: -0.70268 0.55408 1.19938
H: 0.75191 1.76581 0.98833
H: 1.11979 1.47402 3.22286

Forces on the atoms, in the same order (eV/Å):
0.034 -0.256 0.439
-0.281 -0.182 -0.208
0.252 0.064 0.005
0.150 0.047 0.042
-0.083 0.116 -0.333
-0.088 -0.128 0.255
0.060 0.176 -0.101
-0.024 0.102 -0.157
0.403 -0.216 0.805
-0.109 0.077 0.387
-0.035 0.233 -0.475
-0.232 0.023 -0.273
-0.047 -0.056 -0.385

SMILES: C=NC.C=N
HOMO-LUMO gap (eV): 11.031
E_HOMO (eV): -9.94
E_LUMO (eV): 1.09
Relative energy (zero: lowest compared OMol25 entry of this formula, charge and spin) (kcal per mole): 65.3
Calculated total energy (eV): -6219.0173

These are the Löwdin partial charges, in e, on atoms 1 to 8: -0.1026, -0.0886, -0.1558, 0.0675, 0.0750, 0.0714, 0.0729, 0.0662